The following is a quantum chemistry calculation of an isolated ion of composition C4H11N2S and charge -1, from OMol25.

Calculated values
**Orbital gap**: 6.7 eV
**HOMO energy**: -0.095 Ha
**ΔE to the lowest compared entry with this formula, charge and spin**: 1.043 eV
**Structure (SMILES)**: CN[C@@H](CN)C[S-]
**Net charge**: -1
**Lowest unoccupied orbital energy**: 4.074 eV

Positions of all 18 atoms, in Å:
C: -1.462 -0.317 1.898
N: -1.057 0.490 0.708
C: -0.014 -0.119 -0.064
C: -0.349 0.033 -1.554
N: 0.706 -0.437 -2.519
C: 1.419 0.373 0.373
S: 1.504 1.867 1.418
H: -2.232 -1.005 1.562
H: -1.868 0.387 2.591
H: -0.614 -0.879 2.295
H: -0.758 1.377 1.104
H: 0.085 -1.215 -0.036
H: -1.267 -0.459 -1.802
H: -0.520 1.067 -1.877
H: 1.517 0.086 -2.193
H: 0.951 -1.388 -2.238
H: 1.943 -0.445 0.856
H: 2.015 0.585 -0.521

Cartesian forces (eV/Å) of the 3 atoms listed first:
C 0.489 0.256 -1.960
N -1.423 -1.317 1.059
C 1.075 0.362 -0.840

---

The following is a quantum chemistry calculation of one molecule with the formula C4H11N2S, from OMol25.

Calculated values
**2S+1**: 2
**Orbital gap (alpha / beta)**: 10.3 / 7.1 eV
**HOMO energy (alpha / beta)**: -0.344 / -0.335 Ha
**ΔE to the lowest compared entry with this formula, charge and spin**: 1.758 eV
**Net charge**: 0
**Lowest unoccupied orbital energy (alpha / beta)**: 0.944 / -2.040 eV

Positions of all 18 atoms, in Å:
C: -1.160 0.097 -0.542
N: -1.323 -0.355 0.859
C: -0.325 -1.368 1.294
N: 1.119 -0.920 1.319
C: -0.149 1.296 -0.616
C: 1.115 0.843 -1.328
S: 2.497 1.918 -0.843
H: -0.604 -0.764 -1.018
H: -2.160 0.416 -1.032
H: -2.256 -0.905 0.911
H: -0.335 -2.383 0.592
H: -0.453 -1.652 2.338
H: 1.172 -0.030 1.860
H: 1.223 -0.521 0.315
H: 0.097 1.492 0.492
H: -0.573 2.109 -1.172
H: 1.254 -0.240 -1.112
H: 0.862 0.967 -2.318

Cartesian forces (eV/Å) of the 3 atoms listed first:
C 0.409 -0.218 -0.152
N -2.072 -1.744 0.402
C 1.533 -1.319 -1.059

---

The following is a quantum chemistry calculation of an isolated ion of composition C4H11N2S and charge +1, from OMol25.

Calculated values
**Orbital gap**: 9.3 eV
**HOMO energy**: -0.470 Ha
**ΔE to the lowest compared entry with this formula, charge and spin**: 3.125 eV
**Structure (SMILES)**: CN[C@H]1S[C@@H]1[NH2+]C
**Net charge**: +1
**Lowest unoccupied orbital energy**: -3.457 eV

Positions of all 18 atoms, in Å:
C: 2.501 0.131 -0.977
N: 2.185 -0.528 0.310
C: 0.757 0.232 0.827
S: 0.369 1.755 0.029
C: -0.424 0.137 -0.092
N: -1.786 -0.104 0.551
C: -2.765 -0.132 -0.540
H: 3.276 -0.497 -1.436
H: 1.610 0.300 -1.510
H: 2.885 1.169 -0.920
H: 2.789 -0.411 1.140
H: 0.899 0.130 1.916
H: -0.382 -0.325 -1.067
H: -1.815 -1.084 0.988
H: -1.990 0.609 1.269
H: -3.647 -0.815 -0.289
H: -3.214 0.883 -0.794
H: -2.347 -0.549 -1.528

Cartesian forces (eV/Å) of the 3 atoms listed first:
C 2.630 -0.170 1.660
N -4.100 1.951 0.713
C 4.252 -2.301 -0.913

---

The following is a quantum chemistry calculation of C4H11N2S as an isolated structure, from OMol25.

Calculated values
**Orbital gap**: 10.1 eV
**HOMO energy**: -0.494 Ha
**ΔE to the lowest compared entry with this formula, charge and spin**: 2.659 eV
**Net charge**: +1
**Lowest unoccupied orbital energy**: -3.334 eV

Positions of all 18 atoms, in Å:
C: -0.062 0.078 -1.163
C: 1.092 -1.739 0.646
C: 0.168 1.511 -1.410
C: 0.400 -0.316 0.721
N: -0.554 -0.785 -1.837
N: -1.011 -0.281 1.362
S: -1.140 2.518 -0.477
H: 1.959 -1.800 1.377
H: 1.552 -2.010 -0.243
H: 0.527 -2.551 0.942
H: 0.080 1.809 -2.469
H: 1.182 1.921 -1.122
H: 1.002 0.457 1.136
H: -0.809 -1.679 -1.442
H: -1.352 0.667 1.040
H: -1.142 -0.401 2.348
H: -1.566 -0.963 0.944
H: -0.325 3.565 -0.352

Cartesian forces (eV/Å) of the 3 atoms listed first:
C 1.857 1.289 5.271
C 1.291 2.714 3.092
C 0.627 2.083 -0.768

---

The following is a quantum chemistry calculation of an isolated ion of composition C4H11N3 and charge -1, from OMol25.

Calculated values
**2S+1**: 2
**Orbital gap (alpha / beta)**: 2.8 / 9.2 eV
**HOMO energy (alpha / beta)**: 0.048 / -0.183 Ha
**ΔE to the lowest compared entry with this formula, charge and spin**: 0.187 eV
**Net charge**: -1
**Lowest unoccupied orbital energy (alpha / beta)**: 4.095 / 4.179 eV

Positions of all 18 atoms, in Å:
C: 3.038 -0.072 0.930
C: 1.667 0.606 1.023
C: 0.872 0.289 -0.206
N: -0.582 0.532 0.069
C: -1.633 -0.218 -0.412
N: -1.318 -0.803 -1.635
N: -2.760 -0.406 0.181
H: 2.919 -1.130 0.700
H: 3.709 0.315 0.148
H: 3.706 0.080 1.784
H: 1.124 0.247 1.897
H: 1.769 1.682 1.178
H: 0.935 -0.791 -0.359
H: 1.125 0.788 -1.129
H: -0.725 1.392 0.581
H: -2.004 -1.350 -2.116
H: -0.604 -0.268 -2.106
H: -2.642 0.086 1.059

Cartesian forces (eV/Å) of the 3 atoms listed first:
C 0.829 0.469 -0.154
C 0.975 0.247 0.039
C -2.416 -0.873 0.130

---

The following is a quantum chemistry calculation of one molecule with the formula C4H11N3, from OMol25.

Calculated values
**Orbital gap**: 8.1 eV
**HOMO energy**: -0.261 Ha
**ΔE to the lowest compared entry with this formula, charge and spin**: 3.231 eV
**Structure (SMILES)**: N/C=C(\N)CCN
**Net charge**: 0
**Lowest unoccupied orbital energy**: 1.037 eV

Positions of all 18 atoms, in Å:
N: -2.925 0.046 -0.489
C: -1.668 0.771 -0.295
C: -0.522 0.086 0.051
N: -0.641 -1.134 0.688
C: 0.748 0.921 0.486
C: 2.000 0.276 -0.204
N: 2.093 -1.234 0.246
H: -3.785 0.622 -0.404
H: -2.885 -0.465 -1.408
H: -1.549 1.827 -0.545
H: -1.626 -1.425 0.800
H: 0.151 -1.313 1.234
H: 0.719 1.813 -0.102
H: 0.518 1.236 1.498
H: 1.741 0.318 -1.388
H: 2.991 0.957 -0.034
H: 1.587 -1.807 -0.499
H: 3.052 -1.494 0.366

Cartesian forces (eV/Å) of the 3 atoms listed first:
N 0.449 0.124 -0.667
C 1.230 -0.839 -0.882
C -1.861 2.546 2.368

---

The following is a quantum chemistry calculation of C4H11N3 as an isolated structure, from OMol25.

Calculated values
**Orbital gap**: 8.6 eV
**HOMO energy**: -0.280 Ha
**ΔE to the lowest compared entry with this formula, charge and spin**: 4.274 eV
**Net charge**: 0
**Lowest unoccupied orbital energy**: 1.007 eV

Positions of all 18 atoms, in Å:
C: 1.186 0.592 0.430
C: 1.824 -0.779 0.400
C: -0.481 0.300 1.442
N: 0.693 1.030 -0.818
N: -2.161 -0.986 -1.253
C: -0.370 0.417 -1.395
N: -0.922 -0.586 -0.772
H: 0.804 2.008 -1.038
H: 1.817 1.360 0.874
H: -2.569 -1.663 -0.621
H: -2.799 -0.217 -1.465
H: -0.858 0.950 -2.211
H: 2.232 -1.022 1.381
H: 1.088 -1.525 0.108
H: 2.639 -0.816 -0.329
H: 0.008 -0.021 2.356
H: -1.325 -0.377 1.381
H: -0.807 1.334 1.530

Cartesian forces (eV/Å) of the 3 atoms listed first:
C -3.419 -1.696 0.645
C 0.245 0.077 -0.109
C 2.881 1.183 0.991

---

Q: Among the records above, which one has the highest ΔE to the lowest compared entry with this formula, charge and spin?
A: number 7